# 1
This record from OMol25 describes the molecule C7H7ClOS2Si in a non-equilibrium geometry. The level of theory is ωB97M-V with the def2-TZVPD basis set.

Positions of all 19 atoms, in Å:
H: -3.968 -1.831 -1.417
C: 2.441 -0.744 1.252
C: 2.136 1.147 -0.215
H: 3.193 -1.287 1.752
C: 0.389 -0.554 -0.011
H: -3.295 2.717 -1.416
S: -4.291 -0.972 -0.279
S: -2.352 1.730 -1.619
O: -1.111 -2.203 -0.676
H: 2.306 2.063 -0.649
C: 1.183 -1.199 0.939
H: 0.203 1.172 -1.205
H: 3.822 0.901 0.777
Si: -2.373 0.213 -0.069
Cl: -2.166 0.970 1.741
C: 0.902 0.680 -0.498
H: 0.994 -2.184 1.332
C: 2.930 0.434 0.605
C: -0.943 -1.052 -0.345

**Lowest unoccupied orbital energy**: -0.0141 Ha
**HOMO energy**: -9.3 eV
**E**: -51492.0326 eV
**Energy relative to the best compared isomer or geometry (same formula, charge and spin)**: 0.3196 eV

natural (NBO) population analysis, charges in e, atoms 1 to 5: atom 1 (H): 0.204, atom 2 (C): -0.207, atom 3 (C): -0.221, atom 4 (H): 0.218, atom 5 (C): -0.181



# 2
This record from OMol25 describes a structure of composition C2Br2Cl2S in a non-equilibrium geometry. The level of theory is ωB97M-V with the def2-TZVPD basis set.

Positions of all 7 atoms, in Å:
S: 0.059 0.275 1.770
C: -0.120 0.689 0.011
Br: -1.855 1.243 -0.604
Br: 1.232 1.821 -0.765
Cl: 1.694 -1.383 -0.342
C: 0.144 -0.763 0.080
Cl: -1.152 -1.880 -0.150

**Lowest unoccupied orbital energy**: -0.0128 Ha
**HOMO energy**: -9.8 eV
**E**: -178037.6930 eV
**Energy relative to the best compared isomer or geometry (same formula, charge and spin)**: 0.1149 eV

natural (NBO) population analysis, charges in e, atoms 1 to 5: atom 1 (S): 0.193, atom 2 (C): -0.407, atom 3 (Br): 0.123, atom 4 (Br): 0.122, atom 5 (Cl): 0.100



# 3
This record from OMol25 describes a cluster of 8 separate species, C24H43Br14ClN2O in total in a non-equilibrium geometry. The level of theory is ωB97M-V with the def2-TZVPD basis set.

Positions of all 85 atoms, in Å:
Br: -4.678 4.134 -0.169
C: -4.470 -3.208 1.068
H: -2.092 -0.950 2.359
H: 1.577 -2.008 0.141
Br: 3.974 -3.830 -3.987
C: -1.602 -1.780 2.852
H: -3.228 7.941 -4.638
H: -1.728 -1.644 3.919
Br: 3.701 -1.052 -0.736
H: 5.115 4.030 -2.542
C: -3.804 -3.063 2.452
C: 4.348 -5.301 -2.772
C: -3.011 -1.190 7.876
H: 3.479 -5.372 -2.121
C: -2.249 -3.113 2.473
Br: 0.276 -0.182 -1.798
H: 0.028 -0.972 1.708
H: -4.860 9.883 -4.126
H: 4.421 -6.198 -3.377
N: -4.748 -1.026 3.788
Br: -2.649 1.054 6.140
Cl: -2.757 -1.488 -0.272
H: -4.539 0.646 -0.944
C: -3.808 -0.157 7.122
O: 0.457 -2.919 2.012
Br: 6.838 0.645 -2.033
H: -5.938 4.404 -2.813
Br: 12.624 -1.712 0.637
H: -4.821 -0.303 1.177
C: 5.683 1.987 -2.839
H: 5.663 -5.753 -1.141
N: -3.516 -5.349 -0.086
H: 0.765 -3.445 2.752
C: -0.106 -1.703 2.502
Br: -2.316 -2.551 6.675
H: -4.614 4.671 -3.960
C: 2.102 -2.162 -0.794
C: 10.289 -0.268 -0.197
H: -1.952 -3.857 3.200
H: -2.158 -0.762 8.391
H: -3.638 -1.721 8.589
H: 0.496 -2.620 -2.134
H: 2.458 -3.188 -0.838
C: 5.590 -5.041 -1.961
C: 5.577 3.220 -1.982
C: -4.894 4.197 -3.022
H: -2.986 4.202 -1.989
C: 1.256 -1.854 -1.999
H: 9.800 0.328 -0.966
Br: 8.946 -1.538 0.405
C: -4.339 -1.939 3.208
Br: 4.430 2.932 -0.439
H: 5.625 -4.029 -1.569
Br: -4.756 2.282 -3.339
H: -4.367 0.468 7.814
C: -5.440 0.065 -0.822
Br: -1.825 8.111 -2.596
C: -3.973 -4.419 0.421
H: -6.296 -1.219 0.717
C: -4.413 -2.047 0.064
H: -5.567 -0.518 -1.732
H: -4.485 -0.597 6.397
H: 6.539 3.545 -1.602
H: -6.296 0.711 -0.669
H: -5.530 -3.388 1.246
H: 0.487 -1.346 3.340
H: 4.723 1.509 -3.003
C: 11.500 -0.960 -0.762
H: 6.139 2.228 -3.796
Br: 7.205 -5.292 -3.015
H: 10.527 0.363 0.653
C: -4.299 9.334 -3.373
C: -3.977 4.636 -1.914
C: -5.324 -0.860 0.394
C: -3.036 8.771 -3.967
H: -3.898 5.719 -1.891
H: 12.131 -0.249 -1.290
H: -4.113 9.978 -2.520
H: -4.123 -3.940 3.014
H: 11.239 -1.777 -1.426
H: -2.487 9.546 -4.497
H: 1.843 -1.762 -2.906
Br: -5.487 7.923 -2.757
H: -4.773 -2.445 -0.881
H: -1.881 -3.398 1.497

**Lowest unoccupied orbital energy**: 0.0135 Ha
**HOMO energy**: -9.7 eV
**E**: -1023730.8206 eV

Löwdin population analysis, charges in e, atoms 1 to 5: atom 1 (Br): 0.614, atom 2 (C): -0.285, atom 3 (H): 0.082, atom 4 (H): 0.016, atom 5 (Br): 0.629



# 4
This record from OMol25 describes a structure of composition C31H21N4O11S2W in a non-equilibrium geometry. The level of theory is ωB97M-V with the def2-TZVPD basis set.

Positions of all 70 atoms, in Å:
H: 3.683 -3.139 -3.402
C: -2.266 2.291 -0.870
O: -3.659 -1.416 0.239
C: 3.451 0.263 0.751
H: -0.541 5.081 -4.577
H: -1.530 2.998 -3.736
H: -0.745 2.765 5.871
C: -4.321 0.840 -2.076
O: 0.307 -2.110 -1.349
O: 0.932 -3.251 -3.175
C: 2.128 3.800 -2.933
C: 0.264 2.378 -2.753
C: 1.227 -2.545 -2.205
O: 1.773 -2.385 1.198
C: -1.465 0.900 1.931
C: 0.321 0.132 3.362
H: -2.776 -0.356 -3.000
N: 0.225 1.272 4.031
C: -1.669 1.937 2.782
C: -2.505 -1.705 0.421
H: -1.974 3.565 4.838
C: -1.981 -4.810 2.613
H: 6.861 -1.582 -2.450
N: 2.534 -1.158 -0.903
O: 2.224 0.191 1.250
C: -3.566 2.586 -0.565
H: -2.143 0.561 1.118
C: -4.599 1.916 -1.248
C: -1.947 -2.811 1.297
C: -2.687 -3.791 1.901
H: 2.121 2.051 -1.608
C: 0.052 -3.807 1.823
N: -0.639 -2.780 1.283
W: 0.573 -0.964 0.453
C: 0.060 4.464 -3.957
H: -0.215 4.061 4.779
C: 1.391 4.735 -3.670
H: -1.439 2.752 -0.399
C: 2.573 -2.062 -1.896
H: -2.238 -6.360 3.869
H: 3.200 3.939 -2.772
O: 6.127 -2.154 -2.762
H: 1.833 5.653 -4.043
S: -0.358 0.841 -2.028
C: -2.011 1.275 -1.767
C: -0.958 3.201 4.866
O: -2.730 -5.663 3.390
H: -2.543 2.505 2.608
C: -0.586 -4.846 2.498
C: 3.673 -0.597 -0.505
O: -1.465 -1.002 -0.026
O: 4.293 1.052 1.161
C: 1.569 2.696 -2.346
C: 3.713 -2.310 -2.669
H: 0.001 -5.611 2.961
C: 4.945 -1.765 -2.187
N: -0.420 0.027 2.208
H: -3.758 -3.673 1.958
H: -3.794 3.278 0.262
S: 1.372 -1.053 3.933
H: -5.080 0.226 -2.502
O: 0.433 0.843 -0.602
C: -0.520 3.254 -3.480
C: 4.911 -0.941 -1.047
O: 2.460 -4.279 2.150
H: -5.685 2.126 -1.009
H: 5.826 -0.546 -0.561
C: 1.530 -3.585 1.732
C: -0.797 2.111 3.867
C: -2.976 0.487 -2.327

**Net charge**: +1
**Lowest unoccupied orbital energy (alpha / beta)**: -0.2158 / -0.2157 Ha
**HOMO energy (alpha / beta)**: -10.5 / -10.5 eV
**E**: -84461.6910 eV

natural (NBO) population analysis, charges in e, atoms 1 to 5: atom 1 (H): 0.281, atom 2 (C): -0.149, atom 3 (O): -0.532, atom 4 (C): 0.770, atom 5 (H): 0.233



# 5
This record from OMol25 describes the ion C3H7N2 with charge +1 in a non-equilibrium geometry. The level of theory is ωB97M-V with the def2-TZVPD basis set.

Positions of all 12 atoms, in Å:
H: 2.386 -0.800 -0.861
H: 1.078 2.014 -0.058
C: -0.968 -0.677 -0.087
N: -1.890 0.400 0.083
C: 1.149 0.898 -0.113
H: -1.889 1.069 -0.678
C: 1.869 -0.335 0.037
H: -0.867 -1.257 -0.971
N: 0.416 -0.114 0.051
H: -2.307 0.767 0.857
H: -1.208 -1.373 0.645
H: 2.230 -0.593 1.096

**Net charge**: +1
**Lowest unoccupied orbital energy**: -0.1874 Ha
**HOMO energy**: -14.6 eV
**E**: -6194.4806 eV
**Energy relative to the best compared isomer or geometry (same formula, charge and spin)**: 3.0309 eV

natural (NBO) population analysis, charges in e, atoms 1 to 5: atom 1 (H): 0.246, atom 2 (H): 0.284, atom 3 (C): -0.046, atom 4 (N): -0.822, atom 5 (C): 0.250